# C33H26BrClIMoN3O4S2

A molecular structure, C33H26BrClIMoN3O4S2 (ωB97M-V/def2-TZVPD, the Open Molecules 2025 dataset).

```
72
C33H26BrClIMoN3O4S2, DFT ωB97M-V/def2-TZVPD
Mo -0.712 -0.710 0.876
O 1.406 -0.344 0.601
S 2.302 -1.557 -0.217
C 2.089 0.371 1.697
C 3.184 1.304 1.236
C 2.790 2.657 0.638
C 2.236 2.664 -0.771
S -0.267 3.274 -0.601
O 0.849 2.154 -0.831
C -1.113 3.454 -2.117
C -1.855 2.415 -2.675
C -2.498 2.640 -3.875
C -2.406 3.889 -4.490
C -1.678 4.918 -3.913
C -1.021 4.708 -2.710
C 2.998 -0.670 -1.567
C 4.376 -0.451 -1.585
C 4.956 0.190 -2.670
C 4.162 0.622 -3.723
C 2.789 0.396 -3.712
C 2.209 -0.267 -2.643
H 2.488 -0.392 2.365
H 1.289 0.906 2.210
H 3.865 0.781 0.567
H 3.765 1.509 2.139
H 3.695 3.269 0.601
H 2.105 3.189 1.308
H 2.784 2.005 -1.445
H 2.244 3.670 -1.192
H -1.945 1.465 -2.163
H -3.089 1.857 -4.329
H -2.924 4.061 -5.423
H -1.631 5.887 -4.389
H -0.473 5.509 -2.229
H 4.986 -0.790 -0.757
H 6.025 0.350 -2.692
H 4.616 1.124 -4.567
H 2.180 0.715 -4.546
H 1.146 -0.474 -2.640
Cl 0.996 -4.490 7.012
C 0.551 -3.414 5.745
C 0.238 -2.078 6.048
C -0.120 -1.187 5.064
C -0.174 -1.597 3.728
O -0.515 -0.703 2.811
C 0.129 -2.944 3.420
C 0.035 -3.445 2.100
O -0.296 -2.782 1.088
C 0.493 -3.844 4.449
H 0.277 -1.755 7.080
H -0.370 -0.162 5.304
H 0.251 -4.506 1.940
H 0.722 -4.873 4.203
N -1.091 1.031 0.603
C -1.404 2.277 0.416
C -2.472 2.972 0.953
C -3.389 2.228 1.741
N -4.060 1.505 2.333
C -2.609 4.361 0.691
N -2.661 5.465 0.369
Br -3.244 -1.405 1.225
C -3.309 -2.994 0.167
C -4.078 -4.040 0.645
C -4.186 -5.198 -0.112
C -3.526 -5.307 -1.325
C -2.748 -4.259 -1.798
C -2.649 -3.099 -1.048
I -1.488 -1.529 -1.809
H -4.591 -3.950 1.592
H -4.791 -6.016 0.254
H -3.610 -6.211 -1.913
H -2.229 -4.349 -2.742
```

For the HOMO-LUMO gap (spin up / spin down), the calculation gives 6.16 / 6.77 eV. Its net charge is +2. The largest force on an atom is 0.4 eV/Å. The calculation puts the energy relative to the best compared isomer or geometry (same formula, charge and spin) at 0.91 kcal/mol. Its HOMO energy (spin up / spin down) is -12.909 / -13.670 eV. The multiplicity is 3.

What are the Mulliken partial charges on each atom? They are as follows, in elementary charge units:
1. Mo 0.93
2. O 0.30
3. S -0.03
4. C -0.58
5. C -0.57
6. C -0.68
7. C -0.23
8. S -0.33
9. O 0.30
10. C 0.79
11. C -0.13
12. C -0.71
13. C -0.47
14. C -0.67
15. C -0.56
16. C 0.42
17. C -0.19
18. C -0.81
19. C -0.53
20. C -0.64
21. C -0.16
22. H 0.50
23. H 0.37
24. H 0.03
25. H 0.50
26. H 0.54
27. H 0.29
28. H -0.16
29. H 0.54
30. H 0.24
31. H 0.48
32. H 0.43
33. H 0.42
34. H 0.45
35. H 0.59
36. H 0.43
37. H 0.43
38. H 0.45
39. H -0.06
40. Cl -0.17
41. C 0.02
42. C -0.48
43. C -0.83
44. C 0.44
45. O -0.21
46. C 0.85
47. C -0.19
48. O -0.42
49. C -0.96
50. H 0.47
51. H 0.51
52. H 0.41
53. H 0.47
54. N -0.33
55. C 0.41
56. C 0.78
57. C -0.23
58. N -0.52
59. C -0.06
60. N -0.49
61. Br 0.01
62. C 0.62
63. C -0.65
64. C -0.64
65. C -0.63
66. C -0.72
67. C 0.44
68. I 0.47
69. H 0.45
70. H 0.42
71. H 0.42
72. H 0.43